ORCA calculation (wB97M-V/def2-TZVPD) on a cluster of 6 separate species, C21H26Cl3N5 in total.

The SMILES is c1cc[nH]c1.c1cc[nH]c1.c1cc[nH]c1.c1cc[nH]c1.c1cc[nH]c1.ClC(Cl)Cl. For the energy relative to the best compared isomer or geometry (same formula, charge and spin), the calculation gives 62.51 kJ/mol. The value obtained for the HOMO energy is -8.2 eV. The frontier orbital gap comes out at 0.314 hartree.

Last column: Löwdin charge in e.
Geometry (Å):
C -5.180 3.657 0.967  -0.129
C -5.737 2.494 1.542  -0.141
C -4.716 1.744 1.969  -0.161
N -3.534 2.380 1.673  0.013
C -3.801 3.570 1.025  -0.131
H -5.702 4.524 0.496  0.103
H -6.780 2.326 1.523  0.083
H -4.852 0.700 2.402  0.134
H -2.636 2.073 2.001  0.105
H -3.029 4.277 0.704  0.108
C 2.929 -0.926 -3.020  -0.142
C 2.415 -1.440 -4.234  -0.097
C 1.872 -0.330 -4.880  -0.144
N 1.964 0.736 -4.068  0.006
C 2.604 0.417 -2.909  -0.116
H 3.420 -1.497 -2.241  0.094
H 2.520 -2.471 -4.532  0.096
H 1.383 -0.153 -5.819  0.105
H 1.651 1.643 -4.256  0.130
H 2.765 1.120 -2.139  0.089
C 4.113 -0.376 2.335  -0.127
C 3.515 -1.438 1.703  -0.160
C 2.654 -0.921 0.733  -0.151
N 2.634 0.406 0.810  0.051
C 3.561 0.769 1.818  -0.097
H 4.938 -0.364 3.028  0.103
H 3.825 -2.479 1.762  0.111
H 1.967 -1.425 0.107  0.078
H 2.111 1.039 0.240  0.094
H 3.824 1.786 2.101  0.105
C 0.151 2.319 0.663  -0.128
C -0.266 1.229 1.475  -0.162
C -1.209 0.507 0.783  -0.192
N -1.364 1.032 -0.429  0.035
C -0.582 2.125 -0.511  -0.170
H 0.853 3.174 0.914  0.122
H 0.097 1.083 2.585  0.096
H -1.668 -0.441 1.114  0.127
H -2.171 0.928 -1.040  0.166
H -0.645 2.866 -1.317  0.112
C -1.846 -2.880 -0.635  -0.109
C -0.447 -2.856 -0.455  -0.149
C 0.157 -2.337 -1.531  -0.163
N -0.810 -2.092 -2.445  0.028
C -2.069 -2.342 -1.866  -0.119
H -2.556 -3.165 0.107  0.092
H 0.045 -3.293 0.403  0.056
H 1.224 -2.226 -1.847  0.099
H -0.636 -1.655 -3.337  0.134
H -2.954 -2.032 -2.318  0.082
Cl 0.271 -3.629 3.196  0.551
C 1.239 -2.275 3.708  -1.610
Cl 2.448 -2.860 4.828  0.542
Cl 0.309 -0.968 4.386  0.574
H 1.732 -2.054 2.732  -0.028

---

ORCA calculation (wB97M-V/def2-TZVPD) on a structure of composition C21H26ClO3P2Pr.

The value obtained for the HOMO energy (alpha / beta) is -14.1 / -14.1 eV. The total charge is +2. As for the spin multiplicity: 3. The frontier orbital gap (alpha / beta) comes out at 0.245 / 0.268 hartree.

Last column: Mulliken spin population.
Geometry (Å):
Pr -1.032 -0.798 1.118  2.054
Cl -0.814 1.689 2.401  -0.016
P -0.080 0.967 -0.891  -0.017
C -1.610 0.045 -1.504  -0.001
C -1.416 -0.854 -2.568  0.000
C -2.496 -1.540 -3.108  0.000
C -3.774 -1.355 -2.574  -0.004
C -3.977 -0.504 -1.494  0.002
C -2.910 0.190 -0.913  -0.006
C -0.375 2.734 -0.995  -0.003
C 0.404 3.604 -0.195  -0.002
C 0.152 4.969 -0.255  0.000
C -0.884 5.464 -1.067  -0.002
C -1.676 4.590 -1.810  0.000
C -1.433 3.219 -1.777  -0.002
C 1.427 0.523 -1.795  0.000
C 2.511 -0.146 -1.155  -0.002
C 3.698 -0.321 -1.854  0.000
C 3.797 0.107 -3.195  0.000
C 2.729 0.750 -3.826  0.000
C 1.544 0.971 -3.115  -0.001
H 1.143 3.183 0.495  0.000
H 0.755 5.660 0.340  0.000
H -1.079 6.537 -1.098  0.000
H -2.504 4.969 -2.415  0.000
H -2.073 2.516 -2.314  0.000
H -0.399 -1.055 -2.921  0.000
H -2.340 -2.246 -3.929  0.000
H -4.616 -1.888 -3.011  0.000
H -4.980 -0.387 -1.078  0.000
H -3.076 0.921 -0.100  -0.001
H 2.405 -0.469 -0.115  -0.001
H 4.565 -0.779 -1.366  0.000
H 4.725 -0.059 -3.739  0.000
H 2.812 1.108 -4.862  0.000
H 0.719 1.514 -3.572  0.000
H -0.674 -2.857 -0.749  -0.002
H 0.038 -2.544 -0.660  0.002
C 1.450 -3.840 4.692  0.000
O 1.735 -3.496 3.326  0.000
P 0.705 -2.873 2.228  0.004
O -0.965 -2.647 2.724  -0.004
C -1.558 -2.466 4.086  0.000
O 0.905 -1.218 2.616  -0.002
C 2.135 -0.788 3.313  0.000
H 2.289 -4.470 5.064  0.000
H 0.514 -4.460 4.663  0.000
H 1.350 -2.941 5.332  0.000
H -2.497 -3.004 4.075  0.000
H -0.886 -2.877 4.840  0.000
H -1.713 -1.379 4.200  0.001
H 2.344 0.246 2.983  0.000
H 2.009 -0.770 4.427  0.000
H 2.981 -1.447 3.091  0.000

---

ORCA calculation (wB97M-V/def2-TZVPD) on a cluster of 3 separate species, C21H26F12N7O2 in total.

For the energy relative to the best compared isomer or geometry (same formula, charge and spin), the calculation gives 865.23 kJ/mol. The value obtained for the HOMO energy is -10.9 eV. The total charge is +1. The frontier orbital gap comes out at 0.255 hartree.

Last column: Löwdin charge in e.
Geometry (Å):
N -1.937 5.710 1.426  -0.043
C -2.029 4.228 1.698  -0.235
C -3.082 3.560 0.635  -0.055
C -2.321 2.317 -0.003  -0.051
N -1.597 1.268 0.689  0.178
C -1.041 0.378 -0.300  -0.179
N -0.290 -0.710 -0.034  0.186
C 0.323 -1.610 -1.021  -0.281
F 1.621 -1.059 -1.308  0.082
F -0.454 -1.836 -2.178  0.111
C 0.598 -3.016 -0.239  -0.176
F -0.542 -3.359 0.558  0.095
F 1.720 -2.742 0.617  0.081
C 1.061 -4.208 -1.203  -0.297
F 1.335 -5.325 -0.345  0.074
F 0.076 -4.653 -2.104  0.125
F 2.301 -3.949 -1.859  0.112
N -1.424 0.848 -1.607  0.180
N -2.184 1.965 -1.394  0.025
C -2.735 2.629 -2.610  -0.320
F -3.825 3.493 -2.338  0.084
F -3.233 1.650 -3.547  0.056
C -1.507 3.451 -3.271  -0.061
C -1.245 4.871 -2.674  0.020
C -0.034 5.677 -3.260  -0.011
C 0.832 5.049 -4.405  0.038
C 0.533 3.628 -4.992  -0.042
C 1.379 2.949 -6.157  -0.380
F 2.459 3.789 -6.524  0.077
F 1.924 1.733 -5.624  0.048
F 0.596 2.556 -7.271  0.085
C -0.648 2.819 -4.406  0.056
H -1.767 6.224 2.311  0.080
H -1.164 5.905 0.758  0.066
H -0.977 3.810 1.553  0.114
H -2.383 4.119 2.777  0.120
H -4.019 3.207 1.197  0.144
H -3.338 4.393 -0.100  0.104
H -0.129 -0.931 0.969  0.188
H -1.234 0.481 -2.552  0.177
H -1.903 5.264 -1.828  0.095
H 0.170 6.708 -2.817  0.103
H 1.728 5.641 -4.813  0.117
H -0.855 1.770 -4.808  0.120
C 6.427 -7.173 0.875  -0.012
C 5.947 -6.404 2.076  -0.553
O 6.477 -6.514 3.172  0.033
N 4.886 -5.564 1.917  0.002
C 4.127 -5.294 0.716  -0.090
H 7.275 -7.796 1.160  0.087
H 5.632 -7.821 0.500  0.085
H 6.753 -6.483 0.093  0.085
H 4.624 -5.085 2.767  0.140
H 4.196 -4.224 0.502  0.079
H 3.085 -5.552 0.906  0.065
H 4.491 -5.859 -0.140  0.082
C -2.655 -0.562 3.308  -0.016
C -2.601 0.529 4.344  -0.545
O -2.299 1.683 4.058  0.007
N -2.899 0.205 5.629  0.009
C -3.275 -1.086 6.166  -0.070
H -2.392 -0.146 2.334  0.031
H -1.938 -1.349 3.552  0.085
H -3.665 -0.973 3.247  0.091
H -2.841 0.989 6.264  0.145
H -4.260 -0.991 6.629  0.088
H -2.548 -1.364 6.932  0.088
H -3.308 -1.859 5.401  0.076

---

ORCA calculation (wB97M-V/def2-TZVPD) on a structure of composition C21H26F5GaN3O6S2SbSe4Te.

For the energy relative to the best compared isomer or geometry (same formula, charge and spin), the calculation gives 229.34 kJ/mol. The value obtained for the HOMO energy is -7.2 eV. The frontier orbital gap comes out at 0.229 hartree.

Last column: Löwdin charge in e.
Geometry (Å):
Ga -0.624 -0.044 0.110  -0.146
C 2.488 -3.844 -0.098  -0.009
C 1.073 -3.342 -0.096  -0.524
C -0.002 -4.357 0.151  -0.045
O 0.830 -2.157 -0.217  -0.098
H 2.571 -4.823 -0.569  0.086
H 2.769 -3.948 0.955  0.078
H 3.160 -3.130 -0.570  0.069
H 0.069 -5.193 -0.549  0.087
H -0.983 -3.888 0.131  0.039
H 0.159 -4.746 1.161  0.069
Se 1.849 0.333 5.057  0.430
Sb -0.119 -0.531 3.232  0.390
Se 0.983 -2.718 3.340  -0.101
Se -0.036 -0.212 5.919  0.164
Se -1.966 -1.299 1.326  0.270
N -1.155 -2.811 -2.596  0.186
C -2.432 -2.522 -2.320  -0.345
C -3.323 -3.566 -1.991  -0.004
C -4.635 -3.297 -1.737  -0.037
C -5.107 -1.983 -1.846  -0.042
C -4.220 -1.004 -2.169  -0.099
N -2.898 -1.253 -2.376  -0.050
H -0.862 -3.768 -2.553  0.113
H -0.453 -2.093 -2.678  0.082
H -2.933 -4.573 -1.936  0.120
H -5.306 -4.098 -1.454  0.119
H -6.142 -1.739 -1.668  0.113
H -4.520 0.022 -2.285  0.113
C 3.544 1.149 1.093  -0.181
S 2.523 0.017 0.156  1.063
O 1.133 0.418 0.741  -0.587
C 2.617 0.733 -1.468  -0.399
C 2.100 1.989 -1.736  -0.075
C 2.115 2.460 -3.035  -0.057
C 2.641 1.673 -4.052  -0.058
C 3.153 0.416 -3.775  -0.056
C 3.136 -0.067 -2.475  -0.073
H 3.268 2.176 0.871  0.064
H 4.582 0.953 0.827  0.073
H 3.375 0.927 2.146  0.052
H 1.668 2.571 -0.942  0.105
H 1.694 3.430 -3.263  0.121
H 2.626 2.037 -5.071  0.116
H 3.537 -0.203 -4.575  0.111
H 3.500 -1.060 -2.243  0.106
F -2.721 0.855 -1.160  -0.432
Te -1.632 0.460 -2.748  1.857
F -3.068 1.214 -3.674  -0.330
F -1.340 2.318 -2.209  -0.405
F -1.472 -0.722 -4.252  -0.371
F -0.365 1.238 -3.951  -0.378
O -0.239 -0.118 -1.711  -0.470
N -1.414 2.194 0.601  0.085
C -1.023 2.807 1.818  -0.300
C 0.103 3.629 1.867  -0.013
C 0.673 3.947 3.082  -0.046
C 0.069 3.528 4.262  -0.274
C -1.147 2.860 4.221  -0.082
C -1.687 2.489 2.998  -0.064
S 1.108 3.300 5.680  0.516
O 1.881 4.470 5.948  -0.261
O 2.108 2.247 5.063  -0.676
O 0.337 2.693 6.718  -0.353
H -1.223 2.744 -0.230  0.086
H -2.399 1.953 0.590  0.091
H 0.563 3.970 0.951  0.112
H 1.612 4.485 3.140  0.125
H -1.610 2.555 5.150  0.111
H -2.562 1.850 2.973  0.117